Entry from the OMol25 dataset: C28H26N4O4PbSi as an isolated structure (ωB97M-V/def2-TZVPD).

Calculated values
LUMO energy	4.5	eV
orbital gap	6.504	eV
charge	-2
energy	-2085.00090	a.u.
relative energy (zero: lowest compared OMol25 entry of this formula, charge and spin)	0.0	kcal/mol
HOMO energy	-2.00	eV

Positions of all 64 atoms, in Å:
Pb -0.348 -0.293 -0.431
O 2.588 -3.068 4.008
C 1.625 -3.899 3.881
C 1.448 -4.949 4.838
C 0.457 -5.892 4.734
C -0.445 -5.869 3.663
C -0.332 -4.856 2.733
C 0.655 -3.873 2.811
C 0.612 -2.811 1.780
O -0.294 -2.724 0.942
N 1.646 -1.943 1.837
N 1.802 -0.886 0.981
C 2.835 -0.168 1.215
C 3.324 0.967 0.469
C 4.528 1.520 0.935
C 5.196 2.530 0.278
C 4.653 3.010 -0.920
C 3.466 2.516 -1.397
C 2.708 1.503 -0.719
O 1.583 1.152 -1.195
H 2.269 -2.085 2.666
H 2.142 -4.975 5.672
H 0.367 -6.669 5.488
H -1.221 -6.620 3.572
H -1.023 -4.790 1.900
H 3.467 -0.457 2.064
H 4.947 1.118 1.853
H 6.124 2.926 0.672
H 5.179 3.780 -1.477
H 3.043 2.890 -2.322
O -2.985 -0.836 -1.939
C -3.050 -0.328 -3.090
C -3.411 -1.117 -4.236
C -3.576 -0.586 -5.489
C -3.413 0.786 -5.716
C -3.052 1.586 -4.648
C -2.843 1.075 -3.365
C -2.458 1.997 -2.303
N -1.618 1.833 -1.290
C -1.595 3.011 -0.590
C -2.415 3.921 -1.177
N -2.952 3.271 -2.266
H -3.544 -2.180 -4.068
H -3.834 -1.233 -6.323
H -3.543 1.204 -6.707
H -2.877 2.644 -4.824
H -0.976 3.113 0.286
H -2.662 4.940 -0.936
H -3.647 3.633 -2.891
C -2.302 3.332 4.532
Si -2.046 1.456 4.350
C -3.750 0.659 4.587
C -0.980 0.928 5.824
C -1.366 0.986 2.733
C -0.990 0.603 1.634
H -2.755 3.581 5.495
H -2.956 3.711 3.743
H -1.353 3.867 4.457
H -4.212 0.930 5.540
H -3.659 -0.429 4.549
H -4.424 0.957 3.782
H -1.444 1.198 6.776
H 0.007 1.394 5.785
H -0.828 -0.154 5.815

These are the Löwdin partial charges, in e, on atoms 1 to 2: Pb 1.360; O -0.120

Entry from the OMol25 dataset: one molecule with the formula C4H6N2O (ωB97M-V/def2-TZVPD).

Calculated values
LUMO energy	1.0	eV
orbital gap	8.419	eV
energy	-340.76046	a.u.
relative energy (zero: lowest compared OMol25 entry of this formula, charge and spin)	21.6	kcal/mol
HOMO energy	-7.45	eV
SMILES string	Nc1cc[nH]c1O

Positions of all 13 atoms, in Å:
N 0.893 -1.762 -0.114
C 0.102 -0.586 0.032
C -1.224 -0.333 0.502
C -1.444 1.016 0.398
N -0.298 1.598 -0.121
C 0.633 0.627 -0.308
O 1.891 0.894 -0.720
H 0.799 -2.147 -1.049
H 0.622 -2.485 0.541
H -1.905 -1.066 0.914
H -2.274 1.627 0.723
H -0.157 2.562 -0.370
H 2.373 0.080 -0.486

These are the Löwdin partial charges, in e, on atoms 1 to 2: N 0.063; C -0.296

Entry from the OMol25 dataset: one molecule with the formula C5H4N2O (ωB97M-V/def2-TZVPD).

Calculated values
LUMO energy	0.1	eV
orbital gap	8.437	eV
energy	-377.53619	a.u.
relative energy (zero: lowest compared OMol25 entry of this formula, charge and spin)	80.2	kcal/mol
HOMO energy	-8.31	eV
SMILES string	c1cc2o[nH]cc-2n1

Positions of all 12 atoms, in Å:
C 0.025 -1.902 0.712
C -1.200 -1.143 0.445
C -0.736 0.050 -0.042
O -1.133 1.343 -0.533
N 0.051 1.932 -0.555
C 1.207 1.174 -0.408
C 0.663 -0.124 -0.221
N 1.126 -1.317 0.155
H 0.029 -2.945 1.097
H -2.157 -1.344 0.954
H -0.088 2.697 -1.164
H 2.213 1.579 -0.440

These are the Löwdin partial charges, in e, on atoms 1 to 2: C -0.124; C -0.031

Entry from the OMol25 dataset: C21H22IN4PdS4Sb as an isolated structure (ωB97M-V/def2-TZVPD).

Calculated values
LUMO energy	3.5	eV
orbital gap	3.876	eV
charge	-2
energy	-3291.02537	a.u.
relative energy (zero: lowest compared OMol25 entry of this formula, charge and spin)	23.6	kcal/mol
HOMO energy	-0.39	eV

Positions of all 54 atoms, in Å:
Pd 0.387 0.236 0.624
S -1.724 1.561 -0.137
C -1.331 1.025 -1.740
C -1.896 1.607 -2.896
C -1.466 1.212 -4.143
C -0.484 0.228 -4.254
C -0.007 -0.320 -3.074
N -0.421 0.040 -1.865
H -2.643 2.381 -2.777
H -1.879 1.679 -5.032
H -0.093 -0.094 -5.210
H 0.761 -1.089 -3.091
I -1.861 3.974 4.338
C -1.719 1.991 3.706
C -2.856 1.209 3.587
C -2.691 -0.107 3.187
C -1.417 -0.567 2.901
N -0.326 0.200 2.992
C -0.476 1.457 3.414
H -3.836 1.617 3.793
H -3.542 -0.765 3.073
H -1.252 -1.580 2.553
H 0.426 2.053 3.487
C 1.963 -2.448 3.430
Sb 1.981 -1.699 1.376
C 2.766 0.229 2.037
C 3.985 -2.468 1.050
H 2.873 -2.126 3.941
H 1.914 -3.539 3.437
H 1.096 -2.045 3.955
H 3.826 0.275 1.792
H 2.592 0.329 3.109
H 2.274 1.063 1.516
H 4.643 -2.089 1.834
H 4.338 -2.127 0.076
H 3.981 -3.560 1.076
S 5.525 -1.408 -6.458
C 5.046 -1.171 -4.857
S 4.181 0.230 -4.334
C 4.062 -0.383 -2.686
N 4.632 -1.558 -2.571
N 5.184 -1.971 -3.784
C 5.759 -3.269 -3.745
C 6.862 -3.604 -4.522
C 7.394 -4.883 -4.438
C 6.843 -5.825 -3.583
C 5.757 -5.473 -2.792
C 5.215 -4.201 -2.864
S 3.266 0.500 -1.484
H 7.290 -2.869 -5.184
H 8.253 -5.136 -5.047
H 7.259 -6.824 -3.528
H 5.324 -6.192 -2.108
H 4.388 -3.904 -2.237

These are the Löwdin partial charges, in e, on atoms 1 to 2: Pd -0.044; S 0.431